(1)
Molecular formula: C14H11N4O7Ru
Method: DFT, ωB97M-V/def2-TZVPD

Values from the calculation:
- DFT total energy (a.u.) = -1380.06806
- molar mass (g mol⁻¹) = 448.3
- ΔE to the lowest compared entry with this formula, charge and spin (kcal/mol) = 0.0
- maximum force (eV/A) = 0.433
- orbital gap (alpha / beta) (eV) = 6.88 / 6.44
- E_HOMO (alpha / beta) (eV) = -14.77 / -14.79

The geometry in ORCA input format:
```
! wB97M-V def2-TZVPD RIJCOSX def2/J DEFGRID3
* xyz 2 2
Ru 0.017 0.116 0.551
O -3.427 2.606 0.007
C -2.271 2.015 0.045
O -2.074 0.823 -0.164
C -1.104 2.916 0.312
C -1.095 4.300 0.375
C 0.139 4.935 0.446
C 1.314 4.190 0.375
C 1.210 2.811 0.309
N 0.021 2.214 0.351
C 2.282 1.793 0.052
O 3.535 2.097 -0.052
O 1.943 0.613 -0.098
H -4.144 1.980 -0.204
H -2.020 4.859 0.346
H 0.190 6.013 0.508
H 2.270 4.696 0.350
H 3.744 3.034 0.078
O -1.312 -0.424 2.066
N -0.494 -0.034 2.968
O -0.651 -0.082 4.126
O 0.603 0.435 2.402
N 0.498 -4.032 0.864
C 0.533 -2.804 1.382
N 0.310 -1.886 0.457
C 0.092 -2.568 -0.744
C -0.189 -2.089 -2.020
C -0.348 -3.029 -3.016
C -0.226 -4.405 -2.755
C 0.058 -4.884 -1.493
C 0.212 -3.931 -0.493
H 0.669 -4.882 1.380
H 0.749 -2.608 2.420
H -0.271 -1.029 -2.241
H -0.565 -2.706 -4.025
H -0.355 -5.105 -3.568
H 0.156 -5.943 -1.298
*
```

Atomic partial charges in e from the natural (NBO) method, atoms 1 to 6: 1.33, -0.60, 0.80, -0.58, 0.10, -0.13

---

(2)
Molecular formula: C14H22O2
Method: DFT, ωB97M-V/def2-TZVPD

Values from the calculation:
- DFT total energy (a.u.) = -697.00551
- molar mass (g mol⁻¹) = 222.3
- ΔE to the lowest compared entry with this formula, charge and spin (kcal/mol) = 56.2
- maximum force (eV/A) = 4.080
- orbital gap (eV) = 10.66
- E_HOMO (eV) = -9.76

The geometry in ORCA input format:
```
! wB97M-V def2-TZVPD RIJCOSX def2/J DEFGRID3
* xyz 0 1
C 0.302 1.885 3.791
C 0.141 1.224 2.787
C 0.056 0.343 1.621
O -1.349 0.536 1.242
C -1.821 -0.264 0.122
C -3.200 -0.048 -0.445
O -1.137 -1.011 -0.592
C 0.269 -1.035 2.276
C 1.709 -1.196 2.874
C 2.705 -0.858 1.872
C 2.519 0.526 1.202
C 1.126 0.544 0.563
C 0.761 1.739 -0.381
C 1.148 3.190 0.189
C 1.298 1.544 -1.902
C 0.528 0.482 -2.677
H 0.635 2.374 4.698
H -3.200 0.177 -1.520
H -3.740 -0.980 -0.244
H -3.808 0.661 0.064
H -0.480 -1.264 3.047
H 0.136 -1.777 1.430
H 1.927 -0.499 3.706
H 1.918 -2.188 3.250
H 3.662 -0.869 2.370
H 2.561 -1.726 1.279
H 2.711 1.494 1.776
H 3.308 0.571 0.444
H 1.205 -0.240 -0.135
H -0.298 1.860 -0.550
H 2.245 3.181 0.405
H 0.745 3.374 1.187
H 0.912 4.007 -0.524
H 2.406 1.209 -1.884
H 1.108 2.472 -2.569
H -0.493 0.557 -2.699
H 0.721 -0.519 -2.257
H 0.870 0.632 -3.708
*
```

Atomic partial charges in e from the natural (NBO) method, atoms 1 to 6: -0.22, 0.00, 0.17, -0.52, 0.81, -0.71

---

(3)
Molecular formula: C7H15NO
Method: DFT, ωB97M-V/def2-TZVPD

Values from the calculation:
- DFT total energy (a.u.) = -405.64940
- molar mass (g mol⁻¹) = 129.2
- ΔE to the lowest compared entry with this formula, charge and spin (kcal/mol) = 55.2
- maximum force (eV/A) = 4.013
- orbital gap (eV) = 10.15
- E_HOMO (eV) = -9.56

The geometry in ORCA input format:
```
! wB97M-V def2-TZVPD RIJCOSX def2/J DEFGRID3
* xyz 0 1
C 1.355 1.029 0.283
C 1.138 -0.454 -0.011
C 1.194 -0.751 -1.508
C 2.191 -1.280 0.729
C -0.299 -0.996 0.607
O -0.823 -2.017 0.166
H 1.192 1.253 1.343
H 0.663 1.655 -0.288
H 2.370 1.341 0.013
H 2.174 -0.497 -1.925
H 0.429 -0.190 -2.055
H 1.026 -1.816 -1.702
H 2.185 -1.068 1.803
H 2.011 -2.352 0.605
H 3.195 -1.060 0.350
H -0.410 -0.681 1.657
H -2.687 -0.955 -1.286
N -3.141 -0.166 -0.801
C -2.249 0.586 -0.293
C -2.567 1.791 0.529
H -1.038 0.345 -0.412
H -1.898 1.829 1.393
H -2.409 2.694 -0.066
H -3.604 1.761 0.868
*
```

Atomic partial charges in e from the natural (NBO) method, atoms 1 to 6: -0.62, -0.13, -0.62, -0.61, 0.40, -0.56

---

(4)
Molecular formula: C17H26O4
Method: DFT, ωB97M-V/def2-TZVPD

Values from the calculation:
- DFT total energy (a.u.) = -964.30534
- molar mass (g mol⁻¹) = 294.4
- ΔE to the lowest compared entry with this formula, charge and spin (kcal/mol) = 26.6
- maximum force (eV/A) = 0.647
- orbital gap (eV) = 9.14
- E_HOMO (eV) = -9.79

The geometry in ORCA input format:
```
! wB97M-V def2-TZVPD RIJCOSX def2/J DEFGRID3
* xyz 0 1
C -8.061 1.464 -0.677
C -6.869 1.704 0.244
C -5.590 1.021 -0.248
C -5.602 -0.489 -0.017
C -4.506 -1.227 -0.787
C -3.078 -0.926 -0.332
C -2.801 -1.373 1.107
C -1.361 -1.841 1.321
C -0.323 -0.734 1.145
C 1.092 -1.296 1.277
C 2.179 -0.225 1.382
C 2.221 0.700 0.149
C 2.405 -0.101 -1.128
O 1.656 -0.067 -2.062
C 3.715 -0.887 -1.113
O 3.799 -2.080 -1.136
C 4.902 0.056 -1.009
C 4.737 0.880 0.256
O 5.529 0.903 1.153
C 3.409 1.639 0.251
O 3.326 2.834 0.282
H -8.939 1.986 -0.304
H -7.845 1.828 -1.679
H -8.301 0.405 -0.744
H -6.693 2.780 0.309
H -7.106 1.346 1.248
H -4.735 1.458 0.272
H -5.469 1.224 -1.315
H -5.506 -0.694 1.051
H -6.563 -0.892 -0.342
H -4.595 -0.973 -1.847
H -4.678 -2.302 -0.692
H -2.400 -1.459 -1.004
H -2.875 0.140 -0.442
H -3.461 -2.209 1.350
H -3.025 -0.564 1.804
H -1.269 -2.253 2.329
H -1.143 -2.647 0.615
H -0.485 0.037 1.902
H -0.450 -0.280 0.162
H 1.147 -1.910 2.179
H 1.303 -1.947 0.425
H 3.148 -0.715 1.507
H 2.001 0.393 2.264
H 1.302 1.289 0.078
H 4.891 0.731 -1.869
H 5.837 -0.505 -0.980
*
```

Atomic partial charges in e from the natural (NBO) method, atoms 1 to 6: -0.61, -0.39, -0.40, -0.40, -0.38, -0.40

---

(5)
Molecular formula: C9H23AsN2OsS2
Method: DFT, ωB97M-V/def2-TZVPD

Values from the calculation:
- DFT total energy (a.u.) = -3587.26150
- molar mass (g mol⁻¹) = 488.6
- maximum force (eV/A) = 2.436
- orbital gap (alpha / beta) (eV) = 6.19 / 6.45
- E_HOMO (alpha / beta) (eV) = -23.03 / -23.80

The geometry in ORCA input format:
```
! wB97M-V def2-TZVPD RIJCOSX def2/J DEFGRID3
* xyz 4 5
Os 0.297 0.325 0.376
C -1.654 -1.026 2.093
C -1.472 -2.096 1.022
N -0.256 -1.812 0.203
C -0.378 -2.287 -1.186
C -1.504 -1.601 -1.969
S -1.563 0.198 -1.674
C -2.959 0.414 -0.500
C -2.516 1.032 0.824
N -1.412 0.342 1.541
H -0.933 -1.189 2.904
H -2.654 -1.109 2.540
H -2.341 -2.157 0.369
H -1.381 -3.074 1.511
H 0.544 -2.306 0.633
H -0.577 -3.370 -1.201
H 0.583 -2.139 -1.691
H -2.489 -2.028 -1.779
H -1.312 -1.745 -3.039
H -3.508 -0.518 -0.384
H -3.653 1.123 -0.973
H -3.405 1.094 1.471
H -2.195 2.071 0.653
H -1.254 0.932 2.373
C 4.462 3.073 -2.084
As 4.372 2.039 -0.439
C 5.698 0.616 -0.302
C 4.405 3.185 1.136
S 2.317 1.027 -0.450
H 5.461 3.533 -2.065
H 3.712 3.869 -2.097
H 4.381 2.450 -2.979
H 6.663 1.141 -0.342
H 5.647 -0.088 -1.136
H 5.622 0.093 0.655
H 5.387 3.676 1.110
H 4.332 2.606 2.061
H 3.631 3.956 1.093
*
```

Atomic partial charges in e from the natural (NBO) method, atoms 1 to 6: 1.31, -0.27, -0.28, -0.56, -0.27, -0.57

---

(6)
Molecular formula: C4H6NP
Method: DFT, ωB97M-V/def2-TZVPD

Values from the calculation:
- DFT total energy (a.u.) = -552.00031
- molar mass (g mol⁻¹) = 99.1
- ΔE to the lowest compared entry with this formula, charge and spin (kcal/mol) = 56.5
- maximum force (eV/A) = 4.496
- orbital gap (eV) = 9.29
- E_HOMO (eV) = -8.95

The geometry in ORCA input format:
```
! wB97M-V def2-TZVPD RIJCOSX def2/J DEFGRID3
* xyz 0 1
H 0.994 -1.576 -0.456
P 2.212 -0.845 -0.274
C 1.649 0.606 0.042
C 0.156 1.020 0.488
C -0.811 0.445 -0.414
C -1.496 -0.624 -0.196
N -2.409 -1.415 0.051
H 2.331 1.343 0.237
H 0.086 0.498 1.492
H 0.091 2.079 0.554
H -0.627 0.804 -1.376
H -2.177 -2.334 -0.147
*
```

Atomic partial charges in e from the natural (NBO) method, atoms 1 to 6: -0.07, 0.47, -0.61, -0.43, -0.42, 0.42